{"formula": "C52H84BNO24", "method": "ωB97M-V with the def2-TZVPD basis set", "total_charge": 0, "smiles": "CCCCCCc1cc(OCCC)c(B(C)O)c2c1C(=O)c1c(CON=O)cc(COCCOCCOCC)cc1C2=O.CCOC(=O)OC.CCOC(=O)OC.CCOC(=O)OC.CCOC(=O)OC.CCOC(=O)OC", "energy_ev": -106579.2617, "e_homo_ha": -0.3292, "max_force_ev_per_a": 4.6, "multiplicity": 1, "species": ["C", "C", "C", "C", "C", "C", "C", "C", "C", "O", "C", "C", "C", "C", "B", "C", "O", "C", "C", "C", "O", "C", "C", "C", "O", "N", "O", "C", "C", "C", "O", "C", "C", "O", "C", "C", "O", "C", "C", "C", "C", "C", "O", "H", "H", "H", "H", "H", "H", "H", "H", "H", "H", "H", "H", "H", "H", "H", "H", "H", "H", "H", "H", "H", "H", "H", "H", "H", "H", "H", "H", "H", "H", "H", "H", "H", "H", "H", "H", "H", "H", "H", "H", "H", "H", "H", "H", "C", "C", "O", "C", "O", "O", "C", "H", "H", "H", "H", "H", "H", "H", "H", "C", "C", "O", "C", "O", "O", "C", "H", "H", "H", "H", "H", "H", "H", "H", "C", "C", "O", "C", "O", "O", "C", "H", "H", "H", "H", "H", "H", "H", "H", "C", "C", "O", "C", "O", "O", "C", "H", "H", "H", "H", "H", "H", "H", "H", "C", "C", "O", "C", "O", "O", "C", "H", "H", "H", "H", "H", "H", "H", "H"], "coordinates": [[0.1758, 6.0030, 1.8281], [-0.8218, 5.1550, 0.8770], [-1.9931, 4.4139, 1.6838], [-1.4846, 3.5068, 2.9117], [-2.2739, 2.1207, 3.0957], [-3.8071, 2.3145, 3.6305], [-4.6915, 2.5263, 2.2878], [-5.3215, 3.9077, 1.9884], [-6.1467, 4.1902, 0.6987], [-6.6393, 5.5126, 0.5247], [-8.0264, 5.6471, 0.9431], [-8.3089, 5.2605, 2.4671], [-9.8727, 5.3982, 2.8084], [-6.3203, 3.0167, -0.3008], [-7.1559, 3.3293, -1.6734], [-6.3849, 4.2769, -2.7701], [-8.4555, 2.7507, -1.8637], [-5.6967, 1.6307, -0.0208], [-4.8694, 1.3592, 1.2932], [-4.2451, -0.1125, 1.5019], [-4.2905, -0.7154, 2.5999], [-3.6055, -0.7433, 0.1622], [-2.2904, -1.5462, 0.2129], [-1.5808, -1.7929, 1.6467], [-0.5740, -2.8607, 1.4484], [-1.3066, -4.0118, 1.4717], [-0.6665, -4.9204, 1.0374], [-1.7213, -2.0737, -1.1257], [-2.4902, -1.7781, -2.4511], [-1.7836, -2.3359, -3.8036], [-0.6775, -1.4304, -4.1209], [0.5765, -1.8928, -3.5668], [1.4113, -0.7234, -2.8034], [1.9901, -1.1617, -1.5528], [2.2929, -0.0554, -0.6739], [1.6532, -0.4347, 0.7754], [2.4209, 0.1616, 1.8722], [1.5964, -0.0313, 3.0474], [2.4097, -0.0933, 4.4273], [-3.8537, -0.9996, -2.4945], [-4.4221, -0.4697, -1.1536], [-5.7921, 0.3771, -1.0321], [-6.8409, 0.0574, -1.6433], [0.5629, 6.9083, 1.2247], [1.0736, 5.3970, 2.1879], [-0.4722, 6.4206, 2.6779], [-1.3349, 5.9392, 0.1967], [-0.2584, 4.4624, 0.1430], [-2.8082, 5.1144, 2.0778], [-2.5032, 3.7003, 0.9284], [-1.5018, 4.0564, 3.9275], [-0.3780, 3.2503, 2.6835], [-1.6749, 1.5029, 3.8672], [-2.2201, 1.5537, 2.1047], [-4.1659, 1.4338, 4.2552], [-3.7831, 3.3104, 4.2142], [-5.1520, 4.7447, 2.7381], [-8.6978, 5.0927, 0.1856], [-8.2872, 6.7675, 0.8306], [-8.0183, 4.1670, 2.7048], [-7.7392, 5.9296, 3.2016], [-10.1029, 5.3120, 3.9360], [-10.2206, 6.4343, 2.4633], [-10.4953, 4.6256, 2.2449], [-6.1706, 5.3259, -2.3411], [-6.8960, 4.2965, -3.7889], [-5.3397, 3.7928, -2.8970], [-9.1040, 3.4026, -2.2035], [-2.3482, -2.2482, 2.3793], [-1.1250, -0.8263, 2.0350], [-0.7266, -2.6399, -1.0840], [-1.4492, -3.4126, -3.6395], [-2.5271, -2.2728, -4.6849], [1.2441, -2.2462, -4.4423], [0.4835, -2.8007, -2.8704], [0.7740, 0.2359, -2.7011], [2.2846, -0.4480, -3.5134], [3.4245, 0.0742, -0.4709], [1.8156, 0.9366, -0.9704], [0.5762, -0.0544, 0.7505], [1.7497, -1.5697, 0.8856], [0.7438, 0.7298, 3.1598], [1.0797, -1.0609, 2.9196], [3.4824, -0.4869, 4.3032], [2.3902, 0.8994, 5.0068], [1.8435, -0.8435, 5.1029], [-4.3811, -0.8067, -3.4852], [5.5803, -1.3554, 1.4006], [6.6402, -2.4405, 1.3886], [7.9313, -1.8972, 1.6918], [8.1713, -1.6678, 2.9923], [7.4108, -1.8850, 3.9057], [9.3983, -1.1306, 3.1015], [9.7478, -0.7567, 4.4328], [5.8665, -0.5304, 0.7427], [4.6165, -1.7527, 1.0741], [5.4571, -0.9348, 2.4010], [6.7082, -2.8708, 0.3866], [6.3910, -3.2559, 2.0731], [9.6122, -1.5879, 5.1279], [9.1552, 0.1060, 4.7443], [10.8012, -0.4739, 4.4356], [2.4515, -7.6182, -7.6002], [3.3058, -6.4875, -7.0594], [2.6835, -5.8753, -5.9219], [2.8162, -6.5391, -4.7624], [3.4093, -7.5788, -4.6024], [2.1531, -5.8579, -3.8131], [2.1413, -6.5033, -2.5398], [1.4346, -7.2703, -7.7999], [2.8783, -8.0176, -8.5227], [2.3720, -8.4331, -6.8771], [3.4028, -5.7096, -7.8203], [4.3163, -6.8264, -6.8143], [3.1518, -6.7601, -2.2147], [1.5119, -7.3947, -2.5808], [1.7130, -5.8086, -1.8159], [5.1875, -3.6270, -4.4487], [5.8346, -4.9988, -4.4171], [6.8238, -5.1194, -5.4468], [8.0088, -4.5464, -5.1808], [8.3039, -3.9609, -4.1669], [8.8038, -4.7167, -6.2507], [10.0734, -4.0769, -6.1334], [4.8011, -3.4071, -5.4475], [4.3671, -3.5699, -3.7293], [5.9107, -2.8441, -4.2085], [5.0781, -5.7611, -4.6167], [6.2641, -5.2203, -3.4362], [10.5796, -4.3643, -5.2095], [9.9496, -2.9931, -6.1832], [10.6881, -4.3955, -6.9762], [1.1834, -6.8907, 2.4377], [2.2751, -7.9436, 2.4349], [3.5355, -7.3736, 2.8097], [3.7161, -7.1804, 4.1263], [2.9267, -7.4497, 4.9997], [4.9206, -6.6114, 4.3022], [5.2058, -6.2708, 5.6579], [1.4714, -6.0364, 1.8204], [0.2466, -7.3039, 2.0579], [1.0066, -6.5084, 3.4458], [2.3974, -8.3375, 1.4230], [2.0226, -8.7888, 3.0811], [5.0683, -7.1278, 6.3206], [4.5754, -5.4364, 5.9720], [6.2491, -5.9574, 5.7120], [-5.3430, 8.1538, 0.4703], [-4.0263, 8.8977, 0.5861], [-4.1161, 10.1957, -0.0157], [-4.7201, 11.1370, 0.7268], [-5.1741, 10.9856, 1.8359], [-4.7541, 12.2741, 0.0115], [-5.4506, 13.3397, 0.6550], [-5.6782, 8.1242, -0.5699], [-5.2437, 7.1336, 0.8401], [-6.1292, 8.6522, 1.0430], [-3.2522, 8.3521, 0.0410], [-3.6957, 8.9735, 1.6258], [-5.0683, 13.5131, 1.6631], [-6.5204, 13.1223, 0.6812], [-5.2943, 14.2451, 0.0672]], "forces_ev_per_angstrom": [[-0.58, 0.21, -0.86], [-0.35, 1.10, -0.04], [-0.01, -1.04, -0.22], [0.52, -0.33, -0.18], [0.53, 0.05, 0.73], [0.71, 0.86, -1.99], [-1.65, 0.14, -1.57], [-0.46, -2.47, -2.29], [2.39, -3.51, 1.77], [-0.22, -2.57, 0.34], [-1.23, 0.82, 0.37], [-0.66, -0.82, 0.47], [0.02, 0.52, -0.30], [0.99, -0.58, 2.11], [-0.47, -0.18, -0.45], [0.35, -0.36, 0.28], [1.50, 1.81, 0.76], [1.04, 1.54, 2.37], [-1.34, 2.65, -1.14], [-0.35, -0.39, 0.86], [0.45, 2.04, -3.48], [0.19, -0.34, -1.74], [-1.83, 0.82, -2.52], [-1.35, -0.38, -0.95], [-0.73, 1.73, 0.23], [1.11, -2.04, -0.78], [-0.99, 1.16, 0.66], [-3.19, 2.15, 0.52], [-0.78, 0.28, 2.12], [-1.13, 1.26, 0.67], [0.01, -1.73, 0.99], [1.74, -0.20, 0.11], [0.20, 0.41, -1.65], [-0.82, 1.46, -0.34], [0.15, 0.06, 2.42], [1.04, -0.03, -1.29], [-1.98, -0.29, -0.13], [-0.26, -1.16, 1.15], [-0.46, -0.25, 0.30], [2.03, -0.63, 3.56], [2.95, -1.44, 0.04], [-1.40, -0.32, -0.63], [3.92, 1.29, 1.93], [-0.45, -1.47, 1.02], [-1.39, 0.86, -0.25], [1.24, -0.65, -0.98], [0.71, -1.30, 0.98], [-0.86, 0.86, 1.45], [1.29, -0.66, -0.80], [0.63, 1.16, 1.19], [0.05, -0.66, -1.67], [-1.68, 0.30, 0.51], [-0.99, 0.87, -1.11], [-0.29, 0.68, 1.28], [0.44, 1.27, -0.95], [-0.38, -1.71, -0.71], [-0.32, -1.20, -1.13], [0.90, 0.52, 1.39], [0.63, -1.72, 0.06], [-0.26, 1.77, -0.57], [-0.57, -0.82, -1.31], [0.56, 0.06, -1.84], [0.33, -1.39, 0.55], [0.89, 0.97, 0.77], [-0.45, -1.51, -0.76], [0.68, 0.25, 1.36], [-1.57, 0.75, 0.10], [0.71, -0.71, -0.27], [1.15, 1.20, -1.19], [-0.31, -1.56, -0.44], [-1.75, 0.93, -0.29], [-0.33, 1.44, -0.30], [1.21, -0.16, 1.47], [-1.11, 0.50, 1.27], [-0.09, 1.41, -0.89], [0.73, -1.67, 0.06], [-1.30, -0.28, 1.07], [-1.69, -0.21, -0.77], [0.79, -1.35, -0.08], [1.26, -0.70, 0.32], [-0.59, 1.47, -0.20], [1.22, -0.73, -0.48], [0.77, 1.49, 0.31], [-1.66, 0.72, 0.06], [0.28, -1.39, -1.11], [0.96, 1.15, -1.06], [0.81, -0.35, 1.60], [0.04, 0.20, 0.22], [-0.65, -0.11, -0.22], [0.36, -0.05, 0.48], [-0.19, 0.10, -0.24], [0.37, 0.04, -0.30], [-0.33, -0.26, -0.07], [0.22, 0.13, 0.37], [-0.03, -0.15, -0.08], [0.07, 0.01, 0.01], [-0.04, -0.13, -0.06], [0.32, 0.12, 0.11], [0.13, 0.19, 0.08], [-0.14, 0.12, -0.10], [-0.04, -0.17, 0.07], [-0.13, -0.07, -0.28], [-0.18, -0.18, 0.21], [0.17, -0.34, -0.60], [0.13, 0.05, 0.58], [-0.32, -0.13, -0.27], [-0.20, 0.45, 0.01], [0.28, -0.06, -0.33], [-0.05, -0.11, 0.50], [0.13, 0.07, -0.10], [-0.01, 0.08, 0.06], [0.14, 0.06, -0.06], [-0.12, 0.13, 0.31], [-0.17, 0.00, 0.17], [-0.12, -0.08, -0.15], [0.19, -0.01, -0.01], [0.00, 0.09, -0.28], [0.19, 0.28, -0.06], [-0.56, 0.22, 0.37], [0.52, -0.07, -0.01], [-0.21, 0.12, -0.03], [-0.07, -0.29, -0.41], [-0.28, -0.07, 0.33], [0.45, 0.14, -0.06], [-0.10, -0.15, 0.08], [0.02, -0.05, -0.06], [-0.03, -0.12, 0.09], [0.44, -0.01, -0.19], [0.14, 0.10, -0.18], [-0.17, 0.13, -0.03], [0.03, -0.09, 0.17], [-0.30, -0.10, 0.00], [0.07, 0.17, 0.21], [-0.62, -0.09, -0.16], [0.32, -0.08, 0.40], [-0.12, 0.15, -0.13], [0.37, 0.05, -0.33], [-0.35, -0.29, -0.14], [0.22, 0.14, 0.42], [-0.03, -0.18, -0.08], [0.10, 0.03, -0.01], [-0.01, -0.15, -0.03], [0.30, 0.12, 0.13], [0.13, 0.19, 0.09], [-0.15, 0.12, -0.11], [-0.03, -0.17, 0.05], [-0.13, -0.05, -0.29], [-0.05, 0.26, 0.10], [-0.17, -0.58, 0.15], [0.05, 0.56, 0.22], [-0.08, -0.23, -0.14], [0.23, 0.13, -0.41], [0.13, -0.36, 0.21], [-0.17, 0.42, 0.12], [0.15, -0.13, 0.03], [0.06, 0.18, -0.09], [0.13, -0.02, 0.07], [-0.03, 0.32, -0.12], [-0.14, 0.18, -0.09], [-0.12, -0.16, -0.08], [0.11, -0.02, 0.15], [0.11, -0.27, -0.12]], "mulliken_charge": [-0.967, -0.468, 0.206, -0.629, -0.106, -0.981, 0.095, 0.030, -0.622, -0.304, -0.542, 0.003, -1.185, 0.388, 0.659, -0.819, -0.658, -0.243, 0.945, -0.204, -0.571, -0.084, 0.766, 0.011, -0.052, -0.038, -0.270, 0.161, 0.567, -0.723, -0.415, 0.141, -0.541, -0.066, -0.647, 0.320, -0.396, 0.836, -1.079, -1.311, 0.467, -0.212, -0.529, 0.344, 0.257, 0.250, 0.259, 0.228, 0.053, -0.021, 0.180, 0.185, 0.261, -0.023, 0.357, 0.408, 0.379, 0.143, 0.369, 0.195, 0.238, 0.342, 0.295, 0.292, 0.193, 0.266, 0.260, 0.302, 0.506, -0.319, 0.239, 0.265, 0.339, 0.222, -0.129, 0.343, 0.256, 0.090, 0.314, -0.002, 0.167, -0.330, -0.059, 0.194, 0.292, 0.329, 0.328, -0.587, -0.396, -0.360, 0.786, -0.563, -0.338, -0.631, 0.288, 0.148, 0.164, 0.354, 0.314, 0.293, 0.288, 0.222, -1.232, -0.102, -0.247, 0.523, -0.546, -0.146, -0.715, 0.292, 0.393, 0.315, 0.376, 0.255, 0.337, 0.314, 0.153, -0.961, 0.008, -0.313, 0.727, -0.556, -0.346, -0.631, 0.283, 0.211, 0.432, 0.030, 0.335, 0.293, 0.289, 0.227, -0.988, -0.313, -0.341, 0.760, -0.554, -0.322, -0.654, 0.263, 0.382, 0.330, 0.310, 0.322, 0.309, 0.291, 0.225, -0.379, -0.299, -0.389, 0.752, -0.555, -0.350, -0.632, 0.301, -0.128, 0.333, 0.200, 0.348, 0.293, 0.289, 0.226]}